Record 1
DFT (wB97M-V/def2-TZVPD) results for a molecular structure, CH4N2O2S in a non-equilibrium geometry.

Computed properties:
HOMO energy	-9.84	eV
LUMO	-0.79	eV
F_max	4.92	eV/A

Each line ends with the Löwdin charge.
Atoms and positions in Å:
1 C -0.2507 0.3440 -0.5100  -0.530
2 N -0.8849 0.5752 1.3141  0.044
3 N 0.2331 -1.0136 -0.5820  -0.469
4 O -0.6080 -1.8722 -0.6955  0.087
5 O 1.4273 -1.1953 -0.5130  0.042
6 S 0.8861 1.6248 -0.8371  0.819
7 H -1.2151 0.4874 -0.9824  0.092
8 H -0.0403 0.3679 1.8516  0.018
9 H -1.4999 -0.2311 1.4206  0.014
10 H 1.9524 0.9129 -0.4663  -0.117

=====

Record 2
DFT (wB97M-V/def2-TZVPD) results for a molecular structure, C23H21N2O2 in a non-equilibrium geometry.

Computed properties:
HOMO energy	-10.87	eV
LUMO	-3.59	eV
F_max	2.14	eV/A
net charge	+1

Each line ends with the Löwdin charge.
Atoms and positions in Å:
1 C 6.3105 2.5758 2.0200  -0.037
2 O 6.2686 1.1499 1.7266  -0.065
3 C 5.1054 0.4541 1.8089  -0.244
4 C 5.1317 -0.9635 1.9001  0.019
5 C 3.9852 -1.6348 2.2603  -0.040
6 C 2.7382 -0.9809 2.4265  -0.183
7 C 1.5805 -1.8009 2.8979  -0.009
8 C 0.2073 -1.3555 2.5601  -0.231
9 C -0.7031 -2.3031 2.0443  -0.011
10 C -2.0671 -2.1261 2.1999  0.023
11 C -2.5403 -0.9266 2.7455  -0.221
12 O -3.9160 -0.8351 2.9842  0.003
13 C -4.6640 0.0972 2.2625  -0.242
14 C -5.7216 -0.4245 1.5062  -0.002
15 C -6.2422 0.3551 0.4721  -0.073
16 C -5.7989 1.6633 0.2678  -0.086
17 C -4.8566 2.2028 1.1389  -0.074
18 C -4.2987 1.4405 2.1656  -0.022
19 C -1.6585 0.1038 3.0813  0.018
20 C -0.2814 -0.1108 2.9764  -0.023
21 C 2.6972 0.3814 2.0310  -0.001
22 C 3.8641 1.1067 1.8385  0.005
23 H 7.3625 2.8661 1.9984  0.099
24 H 5.7492 3.1732 1.2883  0.092
25 H 5.8878 2.7968 3.0102  0.101
26 H 6.0505 -1.5089 1.7184  0.126
27 H 4.0130 -2.7256 2.3816  0.126
28 H 1.7451 -2.8796 2.7191  0.139
29 H -0.3292 -3.2282 1.5985  0.127
30 H -2.7903 -2.8880 1.8997  0.135
31 H -6.0729 -1.4334 1.7376  0.124
32 H -7.0253 -0.0783 -0.1496  0.109
33 H -6.1926 2.2446 -0.5656  0.108
34 H -4.5538 3.2377 1.0361  0.106
35 H -3.6188 1.8787 2.8892  0.098
36 H -2.0352 1.0343 3.4924  0.107
37 H 0.3963 0.6757 3.3026  0.113
38 H 1.7706 0.9249 1.8617  0.109
39 H 3.8431 2.1842 1.6927  0.114
40 N 1.2419 -2.3148 4.6651  0.064
41 C 2.3324 -2.2795 5.4086  -0.098
42 N 2.0045 -2.1596 6.7128  0.090
43 C 0.6190 -2.2068 6.8251  -0.032
44 C 0.1643 -2.3713 5.5540  -0.039
45 H 3.3624 -2.3312 5.0677  0.152
46 H 2.6872 -2.0312 7.4573  0.175
47 H 0.1072 -2.1070 7.7744  0.132
48 H -0.8510 -2.5282 5.2531  0.123

=====

Record 3
DFT (wB97M-V/def2-TZVPD) results for 5 unconnected molecules or ions with the total composition C35H67N5O13 in a non-equilibrium geometry.

Computed properties:
HOMO energy	-8.43	eV
SMILES string	O=C(O)CC1=C(c2ccccn2)C(=O)OC1=O.COCCNCCOC.COCCNCCOC.COCCNCCOC.COCCNCCOC
LUMO	-1.00	eV
F_max	6.01	eV/A

Each line ends with the Löwdin charge.
Atoms and positions in Å:
1 O 7.4752 1.2822 -3.0604  0.050
2 C 7.3249 2.3588 -3.7111  -0.361
3 O 8.4382 2.9570 -4.3865  0.033
4 C 5.8496 2.9656 -3.7721  -0.005
5 C 5.7771 4.5581 -3.7966  -0.017
6 C 4.6052 5.3538 -3.9321  -0.005
7 C 3.1663 4.6175 -4.0483  -0.175
8 C 2.7170 3.9023 -2.7603  0.017
9 C 1.3348 3.1359 -2.8510  0.003
10 C 0.6813 3.3150 -4.2668  -0.042
11 C 1.2936 4.0892 -5.4536  -0.085
12 N 2.5617 4.7205 -5.3252  0.065
13 C 4.9589 6.9091 -3.8983  -0.276
14 O 4.2653 7.8779 -3.5519  0.132
15 O 6.3445 6.8618 -4.3321  0.048
16 C 6.8949 5.6904 -3.6705  -0.255
17 O 8.0034 5.5995 -3.0763  0.098
18 H 9.0772 3.2022 -3.6772  0.124
19 H 5.3815 2.5994 -4.7620  0.156
20 H 5.2143 2.5633 -2.8967  0.132
21 H 3.3437 3.8823 -1.7936  0.112
22 H 0.8780 2.5487 -1.9931  0.085
23 H -0.3392 2.8106 -4.4424  0.089
24 H 0.7131 4.1324 -6.4382  0.113
25 C 4.2424 8.4484 -11.7111  -0.117
26 O 5.1565 8.8374 -10.7005  -0.196
27 C 4.5355 9.4502 -9.5681  -0.205
28 C 4.5665 8.5199 -8.3525  -0.206
29 N 3.6622 7.3822 -8.5243  -0.048
30 C 3.8552 6.3124 -7.5388  -0.205
31 C 5.2279 5.6211 -7.4890  -0.215
32 O 5.5293 4.8311 -8.6348  -0.175
33 C 6.0339 5.5614 -9.7424  -0.096
34 H 4.8133 8.2091 -12.6103  0.089
35 H 3.6792 7.5605 -11.4171  0.071
36 H 3.5529 9.2646 -11.9570  0.088
37 H 3.5198 9.7936 -9.7903  0.120
38 H 5.1348 10.3353 -9.3315  0.119
39 H 4.2692 9.0820 -7.4617  0.123
40 H 5.6015 8.1901 -8.2202  0.100
41 H 3.7957 6.9875 -9.4479  0.062
42 H 3.1060 5.5481 -7.7638  0.105
43 H 3.6149 6.7033 -6.5455  0.093
44 H 5.2011 4.9195 -6.6486  0.100
45 H 6.0458 6.3161 -7.2687  0.109
46 H 6.6460 6.4132 -9.4368  0.090
47 H 5.2114 5.8861 -10.3819  0.067
48 H 6.6560 4.8878 -10.3370  0.089
49 C 2.2515 -1.0203 3.4865  -0.109
50 O 2.9355 -1.7121 2.4559  -0.191
51 C 2.1979 -2.8098 1.9133  -0.195
52 C 1.6995 -2.4907 0.4992  -0.203
53 N 0.6366 -1.4835 0.5184  -0.050
54 C 0.3210 -0.9253 -0.8000  -0.190
55 C 1.4403 -0.1905 -1.5570  -0.210
56 O 1.8417 1.0402 -0.9611  -0.244
57 C 2.7691 0.9071 0.1075  -0.076
58 H 2.9661 -0.3628 3.9853  0.090
59 H 1.4437 -0.4052 3.0842  0.072
60 H 1.8547 -1.7163 4.2350  0.086
61 H 1.3809 -3.1247 2.5713  0.107
62 H 2.9003 -3.6466 1.8431  0.123
63 H 1.3170 -3.4061 0.0371  0.120
64 H 2.5618 -2.1481 -0.0808  0.099
65 H 0.9122 -0.7207 1.1258  0.064
66 H -0.4980 -0.2151 -0.6454  0.119
67 H -0.0739 -1.7261 -1.4342  0.118
68 H 1.0384 0.0776 -2.5403  0.115
69 H 2.3079 -0.8280 -1.7559  0.115
70 H 3.4569 0.0714 -0.0387  0.095
71 H 2.2362 0.8083 1.0542  0.072
72 H 3.3551 1.8280 0.1641  0.086
73 C -1.6388 -4.1110 2.3705  -0.112
74 O -0.9090 -4.2766 3.5756  -0.209
75 C -1.5087 -3.6325 4.7016  -0.205
76 C -2.1093 -4.6580 5.6669  -0.205
77 N -3.3006 -5.2924 5.1019  -0.048
78 C -3.7531 -6.4765 5.8395  -0.203
79 C -2.7852 -7.6664 5.9531  -0.216
80 O -2.5350 -8.3379 4.7234  -0.177
81 C -1.5508 -7.7266 3.9034  -0.098
82 H -1.0034 -4.4298 1.5419  0.085
83 H -2.5408 -4.7264 2.3668  0.072
84 H -1.9010 -3.0593 2.2078  0.088
85 H -2.2435 -2.8779 4.4022  0.122
86 H -0.6995 -3.1109 5.2235  0.115
87 H -2.3797 -4.1569 6.6016  0.122
88 H -1.3309 -5.3951 5.8859  0.099
89 H -3.1081 -5.5711 4.1470  0.064
90 H -4.6563 -6.8289 5.3306  0.120
91 H -4.0598 -6.1673 6.8444  0.108
92 H -3.2660 -8.4083 6.5991  0.121
93 H -1.8460 -7.4037 6.4520  0.110
94 H -0.7585 -7.2510 4.4864  0.088
95 H -2.0200 -7.0076 3.2296  0.068
96 H -1.0996 -8.5028 3.2805  0.090
97 C -10.3146 -5.9940 9.6096  -0.115
98 O -10.4190 -4.6667 9.1237  -0.196
99 C -9.4039 -3.7914 9.6195  -0.206
100 C -8.3961 -3.4395 8.5219  -0.209
101 N -7.5600 -4.5886 8.1730  -0.053
102 C -6.7803 -4.4085 6.9436  -0.192
103 C -7.5493 -4.1683 5.6339  -0.215
104 O -8.2974 -5.2908 5.1790  -0.180
105 C -9.5668 -5.4468 5.7948  -0.098
106 H -11.2416 -6.5172 9.3675  0.090
107 H -9.4875 -6.5268 9.1360  0.072
108 H -10.1942 -6.0087 10.6992  0.088
109 H -8.9101 -4.1947 10.5096  0.120
110 H -9.9134 -2.8695 9.9185  0.119
111 H -7.7555 -2.6232 8.8699  0.121
112 H -8.9655 -3.0838 7.6578  0.098
113 H -8.1486 -5.4049 8.0556  0.063
114 H -6.1879 -5.3200 6.8189  0.095
115 H -6.0684 -3.5904 7.0965  0.118
116 H -6.8026 -3.9792 4.8557  0.119
117 H -8.1757 -3.2701 5.6677  0.109
118 H -10.0323 -4.4891 6.0398  0.088
119 H -9.4760 -6.0714 6.6851  0.067
120 H -10.2192 -5.9766 5.0963  0.089

=====

Record 4
DFT (wB97M-V/def2-TZVPD) results for 2 unconnected molecules or ions with the total composition C7H9N3O3S in a non-equilibrium geometry.

Computed properties:
HOMO energy	-8.38	eV
SMILES string	NC(N)=Nc1ccccc1.O=S(=O)=O
LUMO	0.10	eV
F_max	4.14	eV/A

Each line ends with the Löwdin charge.
Atoms and positions in Å:
1 C -1.6733 -2.6244 0.0218  -0.093
2 C -1.7447 -1.5658 0.9624  -0.080
3 C -0.6232 -2.6737 -0.8543  -0.104
4 C -0.8243 -0.5342 0.9626  -0.037
5 C 0.3804 -1.7725 -0.7372  -0.065
6 C 0.3053 -0.6361 0.0900  -0.266
7 C 1.0984 1.6310 0.0798  -0.460
8 N -0.0940 2.3796 0.0798  0.138
9 N 1.2692 0.3430 -0.0505  0.077
10 N 2.1526 2.4636 0.1004  0.157
11 O 3.6242 -1.1722 -1.3496  -0.258
12 O 4.1887 0.4941 0.3350  -0.306
13 O 3.1772 -1.6771 1.0702  -0.241
14 S 3.5396 -0.7737 0.0206  0.665
15 H -2.4759 -3.2075 0.0608  0.050
16 H -2.6772 -1.6124 1.6072  0.124
17 H -0.4604 -3.4253 -1.7486  0.151
18 H -0.9233 0.3054 1.6416  0.106
19 H 1.1097 -1.9732 -1.5036  0.098
20 H -0.9189 1.8865 -0.1005  0.058
21 H -0.1195 3.1767 -0.5795  0.114
22 H 1.8796 3.3250 -0.3722  0.116
23 H 2.9820 1.9071 -0.0161  0.056